Molecular formula: C4H7N3
Method: DFT, ωB97M-V/def2-TZVPD

Calculated values
F_max   9.3 eV/A
Orbital gap   0.307 Ha
M   97.12 g/mol
ΔE to the lowest compared entry with this formula, charge and spin   154.3 kcal per mole

Geometry as XYZ:
```
14
Properties=species:S:1:pos:R:3:forces:R:3
C 2.4512 -0.5397 0.0744 -1.1 2.3 0.1
C 1.0456 -0.1342 0.1424 5.1 0.8 1.3
C -0.5049 1.5601 -0.2522 1.3 -0.5 -0.5
C -1.3969 -1.3850 -0.5276 -6.4 -2.0 4.6
H 3.2988 -0.1064 -0.6298 -2.8 -0.5 0.6
H 3.1377 -0.9375 0.8788 -2.1 -0.6 -0.4
H 0.4347 -0.2645 1.1037 1.0 -0.7 -1.6
H -0.6318 2.7861 -0.2380 -0.3 -3.6 -0.3
H -2.2626 1.4350 1.0561 2.0 -2.7 -4.1
H -0.5716 -1.3869 -1.1158 2.3 0.7 -1.6
H -1.9260 -2.3934 -0.2403 1.5 1.6 -1.3
N 0.7091 1.1038 -0.5257 -2.7 -0.1 0.9
N -1.6893 0.7519 0.1072 -1.0 8.1 4.6
N -2.0941 -0.4894 0.1669 3.2 -2.9 -2.3
```
Positions in Å, forces in eV/Å.